(1)
{
  "formula": "C3H9NO2",
  "method": "ωB97M-V/def2-TZVPD",
  "elements": ["O", "O", "N", "C", "C", "C", "H", "H", "H", "H", "H", "H", "H", "H", "H"],
  "xyz": [[0.094, 2.189, 2.319], [-1.092, 2.658, 0.500], [0.062, -2.770, 0.009], [-0.797, -2.385, -1.079], [0.025, 2.371, 1.130], [1.254, 2.159, 0.105], [1.038, -2.656, -0.202], [1.478, 2.929, -0.705], [-0.439, -1.417, -1.495], [2.041, 1.873, 0.810], [-1.868, 2.607, 1.075], [-0.101, -3.520, 0.653], [-0.915, -3.221, -1.796], [1.040, 1.292, -0.486], [-1.822, -2.108, -0.839]],
  "forces_ev_per_angstrom": [[0.18, 0.12, -0.55], [-1.08, 0.31, -1.17], [0.58, 1.14, 0.57], [-0.34, -0.26, -0.50], [2.02, -0.55, -0.65], [-1.00, 0.74, 1.09], [-0.06, -0.17, 0.06], [-0.30, -0.47, 1.75], [0.19, -1.02, -0.22], [0.35, 0.54, -0.65], [0.25, 0.07, 0.34], [-0.49, -0.20, -0.37], [0.24, 0.75, -0.40], [-0.43, -0.78, -0.16], [-0.12, -0.23, 0.84]],
  "lowdin_charge": [0.08, 0.10, -0.08, -0.22, -0.56, 0.02, 0.05, 0.10, 0.07, 0.07, 0.13, 0.05, 0.07, 0.04, 0.06],
  "charge": 0,
  "molar_mass_da": 91.11
}

=====

(2)
{
  "formula": "C16H23F13N5O10S4",
  "method": "ωB97M-V/def2-TZVPD",
  "elements": ["S", "S", "S", "S", "F", "F", "F", "F", "F", "F", "F", "F", "F", "F", "F", "F", "F", "O", "O", "O", "O", "O", "O", "O", "O", "O", "O", "N", "N", "N", "N", "N", "C", "C", "C", "C", "C", "C", "C", "C", "C", "C", "C", "C", "C", "C", "C", "C", "H", "H", "H", "H", "H", "H", "H", "H", "H", "H", "H", "H", "H", "H", "H", "H", "H", "H", "H", "H", "H", "H", "H"],
  "xyz": [[-1.973, -3.400, -0.822], [-3.332, -1.552, -2.107], [1.577, 2.613, -3.168], [2.241, 0.033, -3.510], [0.482, -1.907, -3.821], [-0.903, 3.468, -3.169], [0.045, -0.141, -5.008], [-4.749, 0.372, -1.020], [1.687, -1.443, -5.580], [0.452, 4.693, -2.004], [0.870, 5.165, 3.861], [-4.082, 0.788, -3.024], [-2.666, 0.893, -1.334], [-2.948, -5.247, 0.766], [-2.349, -3.411, 1.761], [-0.211, 2.789, -1.219], [-4.192, -3.461, 0.627], [2.571, -1.197, 0.505], [-4.588, -2.188, -1.911], [-2.721, -1.656, -3.393], [-0.844, -0.125, 2.106], [1.476, 2.908, -4.561], [-2.462, -4.203, -1.882], [2.748, 3.106, -2.498], [2.655, -0.886, -2.486], [3.247, 0.488, -4.408], [-0.602, -3.631, -0.503], [3.819, -2.882, 1.291], [0.118, -0.292, -0.608], [-2.243, -1.801, -0.964], [-3.009, -0.597, 1.723], [1.240, 1.090, -2.800], [1.345, 2.177, 1.883], [0.138, 3.444, -2.335], [-4.439, -0.576, 1.996], [-2.358, 0.642, 3.746], [2.423, 4.025, 0.800], [1.017, -0.917, -4.547], [1.236, 4.344, 2.846], [0.921, 3.008, 2.911], [2.069, 2.685, 0.823], [-3.712, 0.248, -1.869], [3.377, -3.794, 0.255], [-2.946, -3.931, 0.666], [4.001, -0.686, 2.325], [2.028, 4.844, 1.844], [-2.019, -0.064, 2.472], [3.374, -1.601, 1.321], [-0.741, -0.876, -0.756], [2.930, 4.455, -0.053], [-2.668, -1.082, 0.900], [2.392, -4.221, 0.460], [4.479, 0.156, 1.821], [4.079, -4.626, 0.225], [0.332, 0.172, -1.518], [2.309, 5.891, 1.886], [-1.958, 1.655, 3.719], [4.489, -3.192, 1.969], [-4.899, 0.341, 1.621], [3.315, -3.272, -0.697], [0.839, -1.001, -0.427], [-4.669, -0.788, 3.033], [3.310, -0.274, 3.059], [-1.914, 0.092, 4.571], [-4.865, -1.364, 1.371], [0.339, 2.619, 3.737], [4.818, -1.145, 2.895], [0.015, 0.323, 0.194], [-3.427, 0.795, 3.893], [2.465, 1.999, 0.082], [1.222, 1.113, 2.038]],
  "forces_ev_per_angstrom": [[1.19, -0.18, -0.26], [-0.04, 0.41, -1.65], [0.53, 0.08, -0.06], [-0.43, -1.00, 1.18], [0.02, 0.25, -0.25], [-0.02, 0.02, 0.26], [0.03, -0.08, -0.08], [0.24, 0.12, 0.00], [-0.28, -0.13, 0.05], [0.03, 0.04, -0.07], [-0.13, 0.05, 0.00], [0.41, 0.03, 0.21], [-0.20, 0.20, -0.42], [-0.15, -0.15, 0.01], [-0.23, -0.36, -0.13], [-0.15, 0.12, -0.07], [-0.03, -0.38, 0.00], [-0.58, 0.23, -0.04], [-0.76, -0.26, 0.47], [0.07, 0.41, -0.27], [-0.08, -0.13, 0.08], [-0.45, 0.23, -0.31], [-1.09, -0.25, -0.62], [-0.13, 0.08, 0.46], [-0.22, -0.24, -0.12], [-0.12, 0.75, -0.31], [0.37, 0.57, 0.98], [-0.17, 0.19, 0.05], [-0.40, -1.36, -1.00], [-0.44, -1.51, 0.71], [0.36, 0.33, 0.70], [0.88, 0.49, -0.93], [0.37, -0.16, 0.69], [-0.05, -0.45, -0.17], [0.19, -0.36, -1.08], [-0.59, 0.50, 0.13], [-0.43, 0.06, -0.14], [0.32, -0.10, 0.15], [0.36, -0.33, 0.38], [-0.52, -0.07, 0.02], [0.64, -0.44, -0.16], [-0.16, -0.22, 0.58], [-0.17, -0.35, 0.16], [0.64, 1.02, 0.25], [1.01, 0.27, 0.77], [0.03, 0.85, -0.27], [-0.01, 0.08, -0.68], [0.39, -0.23, -0.15], [0.16, 0.70, 0.31], [0.25, -0.16, 0.05], [-0.23, 0.13, -0.05], [-0.05, 0.19, 0.07], [-0.32, 0.01, -0.22], [0.08, 0.09, -0.24], [0.23, 0.30, 0.76], [-0.05, -0.04, -0.10], [0.40, -0.14, -0.05], [0.03, 0.05, 0.05], [-0.01, 0.16, 0.43], [0.14, -0.03, -0.06], [0.44, 0.47, 0.19], [-0.05, 0.11, 0.11], [-0.31, -0.09, -0.23], [-0.04, 0.07, 0.13], [-0.08, 0.01, 0.27], [0.08, 0.02, 0.05], [-0.21, -0.23, -0.07], [-0.04, -0.02, 0.00], [0.01, -0.36, 0.15], [-0.19, 0.15, -0.18], [-0.27, -0.02, -0.39]],
  "lowdin_charge": [0.58, 0.57, 0.58, 0.59, 0.13, 0.13, 0.14, 0.11, 0.13, 0.14, 0.04, 0.15, 0.12, 0.16, 0.11, 0.11, 0.13, 0.03, -0.27, -0.26, 0.00, -0.28, -0.26, -0.29, -0.30, -0.26, -0.27, 0.01, 0.28, -0.34, 0.03, -0.33, -0.09, -0.66, -0.07, 0.01, -0.07, -0.66, -0.29, -0.01, -0.09, -0.65, -0.06, -0.66, 0.00, -0.02, -0.52, -0.53, 0.05, 0.11, 0.07, 0.08, 0.09, 0.08, 0.06, 0.12, 0.08, 0.12, 0.08, 0.09, 0.09, 0.08, 0.08, 0.09, 0.07, 0.11, 0.07, 0.08, 0.06, 0.10, 0.08],
  "charge": -1,
  "molar_mass_da": 820.63
}

=====

(3)
{
  "formula": "C2H4OSi",
  "method": "ωB97M-V/def2-TZVPD",
  "elements": ["Si", "O", "C", "C", "H", "H", "H", "H"],
  "xyz": [[-1.234, 0.024, -0.005], [2.616, 0.990, -0.361], [1.698, 0.440, 0.032], [0.488, -0.587, 0.085], [0.922, -1.461, 0.611], [-1.844, -1.274, -0.024], [-1.385, 1.091, 0.907], [-1.262, 0.776, -1.244]],
  "forces_ev_per_angstrom": [[1.92, -0.04, -0.93], [0.27, 0.58, 0.40], [-4.75, -4.56, -0.67], [5.68, 3.24, 0.58], [-0.54, 0.53, -0.25], [-1.14, -0.37, 0.23], [-0.93, 0.59, 1.43], [-0.50, 0.02, -0.78]],
  "lowdin_charge": [0.55, 0.17, -0.16, -0.32, 0.02, -0.07, -0.10, -0.08],
  "charge": 0,
  "molar_mass_da": 72.14
}

=====

(4)
{
  "formula": "H4S2",
  "method": "ωB97M-V/def2-TZVPD",
  "elements": ["S", "S", "H", "H", "H", "H"],
  "xyz": [[1.977, 1.528, 1.185], [-1.070, -1.858, -1.720], [1.510, 2.758, 0.901], [-1.731, -0.824, -1.167], [0.753, 1.087, 1.530], [-1.439, -2.690, -0.729]],
  "forces_ev_per_angstrom": [[-0.25, 0.12, 0.00], [-0.14, 0.03, 0.23], [0.07, -0.17, 0.05], [0.09, -0.15, -0.08], [0.18, 0.06, -0.05], [0.05, 0.12, -0.15]],
  "lowdin_charge": [0.45, 0.45, -0.23, -0.23, -0.23, -0.23],
  "charge": 0,
  "molar_mass_da": 68.17
}

=====

(5)
{
  "formula": "C22H30N4O3S",
  "method": "ωB97M-V/def2-TZVPD",
  "elements": ["S", "O", "O", "O", "N", "N", "N", "N", "C", "C", "C", "C", "C", "C", "C", "C", "C", "C", "C", "C", "C", "C", "C", "C", "C", "C", "C", "C", "C", "C", "H", "H", "H", "H", "H", "H", "H", "H", "H", "H", "H", "H", "H", "H", "H", "H", "H", "H", "H", "H", "H", "H", "H", "H", "H", "H", "H", "H", "H", "H"],
  "xyz": [[5.607, -0.760, -1.232], [3.992, -2.733, -0.462], [4.096, 2.243, -1.463], [0.681, -3.833, -1.562], [3.641, 1.457, 0.626], [0.951, -3.611, 0.668], [3.415, -2.143, 1.565], [4.270, -1.212, 1.097], [1.354, 1.043, -0.198], [3.263, -3.031, 0.640], [0.288, -3.378, -0.508], [-4.385, 0.074, -0.227], [-2.766, -1.554, 0.807], [-5.621, -0.763, 0.134], [-0.931, -2.538, -0.392], [2.290, -4.160, 0.650], [-0.107, 1.446, -0.028], [-4.669, 0.810, -1.539], [-4.129, 1.124, 0.864], [2.073, 3.361, 0.439], [-3.180, -0.846, -0.321], [5.733, 0.860, -0.394], [4.590, -1.578, -0.112], [-1.356, -1.864, -1.532], [2.247, 1.871, 0.732], [-0.281, 2.936, -0.308], [-1.663, -2.383, 0.782], [0.611, 3.760, 0.615], [-2.457, -1.029, -1.495], [4.391, 1.598, -0.482], [-0.729, 0.858, -0.705], [-3.999, 0.664, 1.839], [-0.427, 1.225, 0.994], [-4.900, 0.112, -2.339], [3.932, 0.740, 1.282], [-0.800, -2.000, -2.447], [-5.528, 1.464, -1.408], [0.716, -3.059, 1.478], [1.954, 1.677, 1.771], [-0.012, 3.140, -1.346], [-5.793, -1.526, -0.623], [6.483, 1.403, -0.968], [-2.741, -0.519, -2.401], [2.391, 3.560, -0.583], [1.476, -0.021, 0.025], [-4.970, 1.811, 0.923], [2.708, 3.939, 1.113], [2.400, -4.741, -0.268], [6.066, 0.692, 0.627], [0.493, 4.822, 0.396], [-1.396, -2.928, 1.676], [-3.821, 1.424, -1.833], [-6.501, -0.126, 0.188], [1.669, 1.215, -1.228], [0.308, 3.596, 1.653], [-3.315, -1.461, 1.732], [-5.499, -1.258, 1.094], [2.444, -4.788, 1.530], [-1.326, 3.222, -0.169], [-3.232, 1.694, 0.631]],
  "forces_ev_per_angstrom": [[0.29, 0.17, -0.45], [0.06, 0.07, -0.20], [-0.09, 0.17, -0.51], [0.09, 0.04, -0.23], [-0.15, 0.08, 0.43], [-0.11, -0.13, 0.21], [-0.88, -1.26, 0.30], [0.98, 0.39, -0.83], [-0.11, -0.04, 0.29], [0.05, 0.28, 0.58], [0.07, -0.16, 0.29], [-0.19, 0.12, 0.01], [-0.02, 0.03, 0.04], [0.14, 0.10, -0.05], [-0.32, 0.25, -0.24], [-0.01, -0.06, -0.25], [0.06, 0.05, -0.30], [0.07, -0.15, 0.20], [-0.04, -0.13, -0.13], [-0.16, -0.01, 0.28], [0.06, -0.05, -0.06], [-0.31, -0.33, -0.08], [-0.09, 0.27, 0.82], [0.18, -0.18, 0.09], [0.04, 0.14, -0.48], [-0.11, -0.07, 0.32], [0.12, -0.02, -0.09], [0.08, 0.04, -0.25], [-0.09, -0.04, 0.05], [0.48, -0.15, 0.44], [-0.02, -0.02, 0.09], [0.03, -0.03, 0.13], [-0.09, -0.04, 0.07], [-0.01, -0.04, -0.14], [0.06, 0.13, -0.22], [0.05, -0.02, -0.07], [-0.07, 0.05, 0.02], [-0.01, 0.05, -0.13], [0.01, 0.02, -0.06], [-0.03, 0.04, -0.10], [-0.05, -0.09, -0.06], [-0.06, -0.03, 0.04], [-0.05, 0.09, -0.08], [0.03, 0.02, 0.03], [0.06, -0.04, -0.02], [-0.10, 0.09, 0.02], [0.07, 0.02, -0.02], [0.00, -0.02, 0.22], [0.07, 0.07, -0.01], [-0.02, 0.04, 0.09], [0.02, -0.04, 0.09], [0.09, 0.08, -0.10], [-0.12, 0.07, 0.02], [0.06, -0.03, -0.06], [-0.06, 0.05, 0.08], [-0.08, 0.02, 0.09], [-0.01, -0.07, 0.11], [0.05, 0.06, -0.16], [-0.04, 0.03, -0.08], [0.11, 0.10, 0.01]],
  "lowdin_charge": [1.04, 0.10, 0.05, 0.08, 0.10, 0.08, 0.10, 0.02, -0.14, -0.31, -0.44, -0.56, -0.02, -0.04, -0.14, -0.08, -0.20, -0.06, -0.04, -0.15, -0.18, -0.34, -0.67, 0.00, -0.30, -0.20, -0.02, -0.20, -0.02, -0.57, 0.09, 0.08, 0.12, 0.09, 0.10, 0.12, 0.09, 0.13, 0.15, 0.12, 0.09, 0.09, 0.11, 0.11, 0.11, 0.09, 0.12, 0.13, 0.08, 0.11, 0.11, 0.08, 0.09, 0.12, 0.11, 0.11, 0.08, 0.13, 0.10, 0.07],
  "charge": 0,
  "molar_mass_da": 430.57
}

=====

(6)
{
  "formula": "C4H5ClOS",
  "method": "ωB97M-V/def2-TZVPD",
  "elements": ["Cl", "S", "O", "C", "C", "C", "C", "H", "H", "H", "H", "H"],
  "xyz": [[-1.379, 1.607, -2.086], [1.420, 0.233, -0.903], [-2.562, -0.148, 1.172], [2.391, -0.686, 0.277], [-2.515, 0.485, 0.152], [-0.136, 0.077, -0.145], [-1.297, 0.638, -0.624], [-3.472, 0.898, -0.389], [1.991, -1.693, 0.501], [3.408, -0.778, -0.015], [-0.210, -0.511, 0.823], [2.360, -0.122, 1.237]],
  "forces_ev_per_angstrom": [[0.15, -0.49, 0.63], [-0.67, -0.10, -0.24], [-0.25, 0.13, 0.45], [-0.95, -0.15, 2.08], [-1.92, -0.05, -1.32], [-0.97, 0.32, -0.01], [2.15, -0.24, 0.29], [1.33, -0.37, 1.04], [0.12, 0.47, -0.44], [0.77, 0.05, -0.55], [0.02, 0.83, -1.34], [0.21, -0.40, -0.59]],
  "lowdin_charge": [0.63, 0.87, 0.04, -0.42, -0.34, -0.44, -0.72, 0.14, 0.05, 0.02, 0.12, 0.05],
  "charge": 0,
  "molar_mass_da": 136.60
}

=====

DFT total energy values (in eV) by entry order: -8841.499; -123561.618; -12060.912; -21735.024; -46240.466; -29633.153.
Relative energy (zero: lowest compared OMol25 entry of this formula, charge and spin) values (in kcal per mole) by entry order: 33.6; 0.0; 26.4; 1.2; 40.4; 12.8.